(1)
Formula: C34H51F20NO14P2S5
Source: OMol25
Level of theory: wB97M-V/def2-TZVPD

Each line ends with the Mulliken charge.
Atoms and positions in Å:
S -3.50706 1.33996 -1.38102  1.414
S -7.62692 4.93890 -0.71307  1.256
S -9.34360 8.71096 2.08980  1.197
S 8.59975 -7.70774 2.41614  1.423
S 8.72462 -4.25953 -1.89948  1.173
P 0.20556 0.02769 -4.38934  -0.218
P 2.25802 0.11160 -3.77591  1.025
F 2.57528 -4.20563 3.62565  -0.251
F 0.81061 -1.62791 -0.09926  -0.340
F 2.16181 -0.35144 1.38350  -0.356
F -3.75479 -2.63311 -5.65785  -0.291
F 0.19445 -2.58858 4.77137  -0.320
F 5.50241 -3.53263 2.01073  -0.225
F -4.40801 -0.40264 -4.71036  -0.337
F 2.73204 -2.81967 5.53468  -0.308
F 4.04294 -0.61417 3.61204  -0.226
F 3.37482 -3.00525 1.07243  -0.194
F -2.56408 0.23945 -6.03181  -0.291
F 5.00284 -1.28254 1.34229  -0.247
F 0.54437 -3.44013 1.67642  -0.261
F -2.24248 -4.39045 -4.20175  -0.261
F 1.17462 -0.52865 4.14101  -0.261
F 5.02807 -2.61917 4.39352  -0.287
F -0.95843 -2.68412 -2.98979  -0.172
F -1.02933 -1.94255 2.61157  -0.303
F -3.42435 -2.87058 -2.79722  -0.251
F -1.43869 -2.26504 -6.00152  -0.245
O 8.22067 -3.93215 -3.21667  -0.668
O -4.35846 0.17688 -0.82060  -0.680
O 2.60230 -0.03973 -2.07901  -0.365
O 7.78462 -8.43369 1.46499  -0.660
O -3.49270 1.27494 -3.07563  -0.532
O -8.13087 5.26628 -2.03027  -0.692
O -6.37399 5.46496 -0.20923  -0.659
O -9.64795 8.51167 0.68691  -0.665
O -10.03121 7.99178 3.14152  -0.670
O 9.97755 -3.73347 -1.39563  -0.687
O 9.42256 -6.57889 2.02994  -0.724
O 2.99892 -1.14649 -4.46741  -0.677
O 3.17896 1.50901 -4.37466  -0.546
O -4.26086 2.66207 -0.98090  -0.676
N 1.68154 2.88806 -2.08531  -0.342
C -1.54910 0.17542 0.30120  -0.613
C -0.56985 1.46280 -1.86608  0.489
C 7.57087 -7.22484 3.78866  -0.684
C 8.71560 -6.03626 -1.71288  -0.929
C -0.24963 0.34553 1.28521  -0.843
C 7.69412 -6.34594 -0.61984  0.139
C 7.64814 -8.40269 4.74858  -0.642
C 0.80807 -0.93400 1.24390  0.777
C -9.42349 10.45390 2.45225  -0.715
C -7.58317 8.53763 2.33979  -0.437
C -8.65742 2.85249 0.56656  -0.770
C -2.89114 -0.46024 -4.74180  0.010
C 9.59832 -8.88078 3.32085  -0.744
C 4.41765 -2.49192 1.97714  0.716
C 0.44983 -2.11836 2.33550  0.500
C -1.38670 2.56338 -4.13973  -0.439
C -7.05784 9.93532 2.66313  -0.771
C -2.42721 0.25903 -3.38450  -0.312
C -9.69875 3.97052 0.55126  -0.792
C -7.63593 3.16217 -0.52648  -0.199
C 2.56695 -2.76520 4.02859  0.561
C -1.76910 1.46826 -0.73834  -0.661
C -0.09082 3.27226 -4.92516  -0.952
C -2.22217 -2.96218 -3.70822  0.543
C -8.19854 10.71435 3.31621  -0.597
C 0.26253 2.83462 -1.59251  -1.377
C -8.90888 5.26889 0.47994  -0.312
C -1.01932 1.14595 -3.40429  1.577
C -2.53910 -2.02376 -4.99313  0.684
C 9.11662 -8.82426 4.76958  -0.562
C 1.17196 -1.97876 3.78656  0.636
C 7.44265 -3.92954 -0.70646  -0.778
C 3.94028 -2.08525 3.48373  0.451
C 6.65278 -5.22791 -0.63514  -0.750
H -0.19322 3.08102 -6.09902  0.271
H 9.25377 -9.78838 5.26915  0.321
H -1.85832 3.29712 -3.32285  0.270
H -7.92847 2.72232 -1.48389  0.395
H 2.06512 3.86835 -2.14462  0.279
H -7.12527 8.13573 1.43242  0.269
H 8.00673 -6.32520 4.23331  0.377
H -6.75548 10.43914 1.73702  0.313
H -0.26436 3.83313 -1.94539  0.250
H -2.48741 -0.50854 -2.50381  0.219
H 2.63612 -1.04627 -1.91686  0.268
H 7.23597 -7.32783 -0.77436  0.607
H -1.74042 2.42115 -0.01925  0.689
H 6.01501 -5.32881 -1.52142  0.387
H 9.43795 -9.87032 2.88407  0.365
H 7.03121 -9.23019 4.37831  0.307
H 6.84141 -3.07810 -1.02977  0.529
H -8.15824 2.83237 1.54296  0.291
H 8.19329 -6.36606 0.35656  -0.508
H -7.42554 7.84801 3.17361  0.378
H 0.40802 1.30308 1.01137  0.215
H 0.14008 0.55917 -1.54007  -0.321
H -9.51013 6.12033 0.15663  0.261
H 6.01018 -5.25931 0.24957  0.265
H 8.42307 -6.47610 -2.67029  0.347
H 7.28884 -8.13261 5.74587  0.352
H 4.05808 1.44992 -3.86322  0.350
H -6.63510 2.82088 -0.25012  -0.036
H 9.71644 -6.37754 -1.43652  0.412
H -10.34136 3.93912 1.43597  0.357
H -8.42663 5.48953 1.43692  0.177
H -10.36255 10.68812 2.95652  0.396
H -9.11557 1.87059 0.41204  0.372
H -8.36866 10.33861 4.33224  0.286
H -9.35919 10.99612 1.50414  0.329
H -2.21486 2.50123 -4.97438  0.440
H -2.50591 0.21136 1.01493  0.591
H -7.97417 11.78287 3.38369  0.355
H 2.26488 2.44859 -1.31185  0.234
H -6.17790 9.88601 3.31211  0.342
H 0.33396 2.95101 -0.40479  0.349
H -1.61810 -0.84610 -0.26618  0.168
H 6.55685 -7.01937 3.44148  0.385
H 0.18222 0.62422 -5.73516  0.074
H -0.64901 0.57343 2.38696  0.439
H -0.16824 4.44415 -4.79897  0.278
H 7.92490 -3.70889 0.25052  0.308
H -10.33653 3.86961 -0.33502  0.344
H 0.93931 2.81752 -4.61556  0.205
H 9.70167 -8.08052 5.32411  0.290
H 10.65184 -8.60253 3.23607  0.353

Atomic forces in eV per Å
-7.84 2.68 3.02
0.09 0.11 0.04
-0.16 0.03 -0.32
0.10 0.03 0.19
0.35 0.16 0.06
-1.42 0.27 -0.14
7.46 -2.60 -1.85
-0.34 4.99 0.88
-0.01 2.18 3.82
-3.37 -2.18 -0.01
4.00 1.87 2.31
3.32 1.76 -3.10
-3.99 3.66 -0.04
4.65 -0.35 -0.03
-0.65 0.41 -4.82
-0.97 -4.88 -0.29
3.28 1.81 3.34
-0.53 -1.89 4.06
-2.02 -4.33 2.06
0.08 4.11 2.65
0.53 5.14 1.99
0.56 -4.68 -1.28
-3.51 1.66 -2.94
-4.77 -1.01 -2.42
4.47 -0.50 -0.85
4.49 -0.02 -2.71
-3.43 1.12 3.49
0.34 0.08 0.33
4.16 2.71 -2.32
-1.30 -0.98 -2.32
0.33 0.21 0.26
1.83 -1.41 2.44
0.40 0.06 0.32
-0.27 0.14 -0.39
-0.17 -0.18 0.59
0.05 0.01 -0.47
-0.38 0.03 -0.50
-0.25 -0.41 -0.08
-3.55 4.27 2.52
-0.64 -2.47 2.85
3.76 -4.33 -2.14
0.39 -0.29 1.62
-1.74 0.29 0.74
0.92 -0.65 0.67
-0.36 0.17 0.39
0.06 -0.65 -0.01
0.48 0.64 -0.10
-0.08 -0.14 0.25
-0.17 -0.21 0.13
0.40 0.77 -1.84
-0.09 0.56 0.14
0.68 -0.21 0.01
-0.09 -0.22 0.22
-3.15 1.00 -2.34
0.49 -0.46 0.23
2.18 -0.32 -3.38
-2.66 -1.06 -1.36
-0.08 1.28 -0.73
0.29 0.22 -0.05
0.16 0.89 0.37
-0.21 -0.12 0.01
0.17 -0.72 0.05
1.14 -1.89 3.35
1.81 -1.16 1.25
-0.63 -0.08 -0.65
-1.08 -2.92 1.11
0.08 0.10 0.26
0.09 1.68 1.39
-0.50 0.15 0.22
-1.32 1.23 -0.33
-0.39 -2.30 -3.38
0.13 -0.02 0.36
-3.24 0.11 2.29
-0.47 0.17 0.38
3.22 0.95 1.87
-0.23 -0.14 -0.14
0.14 0.33 2.58
0.01 0.17 -0.09
1.20 -1.62 -1.81
0.10 0.20 0.08
-1.03 -1.33 -0.03
-0.22 -0.11 0.13
-0.02 -0.09 -0.15
-0.05 -0.08 0.13
0.66 -2.38 0.54
0.38 0.87 -1.91
0.04 2.02 -0.52
0.14 0.19 0.06
-0.43 -1.86 -2.11
0.02 0.10 0.11
-0.04 0.22 -0.06
0.03 0.14 0.05
0.23 -0.01 -0.08
-0.07 0.01 -0.12
-0.23 0.19 -0.72
-0.16 0.06 -0.14
-1.34 -2.29 0.36
-1.43 1.95 -0.59
0.26 -0.01 -0.02
0.08 0.00 -0.14
0.08 0.22 0.06
0.03 -0.04 -0.16
-1.75 0.07 -1.16
-0.08 0.19 -0.27
-0.10 0.20 -0.15
0.07 0.05 -0.14
-0.01 -0.01 -0.13
0.03 -0.18 -0.15
0.11 0.13 0.03
-0.03 0.08 -0.12
-0.05 -0.15 0.08
1.57 -0.39 1.89
2.12 -0.27 -1.63
-0.06 -0.15 0.01
-0.80 0.52 -1.55
-0.13 -0.01 -0.13
-0.65 -0.36 -2.33
0.44 2.00 1.05
0.18 0.03 -0.14
0.45 -0.21 1.34
1.15 -0.96 -2.42
0.43 -2.46 -0.06
0.02 -0.02 -0.17
0.06 0.07 0.12
-1.91 1.24 -0.30
-0.09 -0.10 -0.08
-0.22 -0.01 -0.20

Its HOMO energy is -0.3638 Eh. The SMILES is CC[C@@]1(PP(=O)(O)O)[C@@H](CN)[C@H](CCC(F)(F)C(F)(F)C(F)(F)C(F)(F)C(F)(F)C(F)(F)F)S(=O)(=O)O[C@H]1C(F)(F)C(F)(F)C(F)(F)F.O=S1(=O)CCCC1.O=S1(=O)CCCC1.O=S1(=O)CCCC1.O=S1(=O)CCCC1. The LUMO energy is -1.4 eV. Its strongest force on any atom is 8.82 eV Å⁻¹. The HOMO-LUMO gap is 8.507 eV.


(2)
Formula: C34H51GeN5O2PTl
Source: OMol25
Level of theory: wB97M-V/def2-TZVPD

Each line ends with the Mulliken charge.
Atoms and positions in Å:
Tl 0.49454 0.62998 -0.86294  0.975
Ge 1.36860 -3.34371 -0.74639  0.685
P 3.77793 1.69874 0.38411  1.241
O 1.74234 2.91120 0.16650  -0.127
O 1.67645 5.10864 -0.31183  -0.805
N 5.58863 3.25819 -1.13771  0.070
N 5.57186 3.70957 1.26952  0.074
N -1.75364 -0.44466 0.01251  0.888
N 6.67687 1.70421 0.40692  0.083
N -0.85342 2.76524 0.51920  0.322
C -0.08623 -4.05851 0.41094  -0.915
C -5.24058 -0.63954 -1.59115  0.410
C -3.48791 -0.44656 -3.34652  0.476
C -1.53517 -1.48952 4.08226  -0.933
C -4.87239 0.03630 -2.91223  -1.563
C -4.20220 -0.29219 -0.52150  -1.055
C 4.28060 3.07542 1.55994  -1.347
C -0.35462 3.94943 0.16005  0.298
C 1.91379 -1.56313 -0.29119  -0.993
C 6.66915 2.76595 1.40373  -0.958
C 5.57604 4.26340 -0.08053  -1.024
C -2.45877 -0.12928 -2.26066  -2.206
C -0.69119 -0.36903 2.13181  0.652
C -3.90797 -2.64845 -2.26565  0.364
C -3.52128 -1.95885 -3.57454  -1.515
C -2.58611 -1.98131 3.32088  0.090
C -2.15345 2.68266 0.78912  -0.215
C 1.16274 4.01579 -0.01968  -0.297
C -2.86153 -2.32962 -1.19533  -0.486
C -5.28162 -2.15602 -1.79978  -1.346
C -2.79783 -0.80993 -0.91840  1.207
C -2.51416 4.97112 0.21303  -0.366
C -1.15540 5.06853 -0.03483  -0.558
C -3.02161 3.75591 0.65731  -1.095
C -2.69920 -1.66551 1.97362  -0.599
C 0.59486 -0.11822 4.23757  -1.633
C -3.62536 -2.88755 3.93760  -1.803
C -0.57589 -0.67583 3.46532  0.286
C -1.75319 -0.84008 1.29652  -0.649
C 5.48141 0.84991 0.55713  -1.110
C 6.68397 2.33102 -0.90811  -0.977
C 0.71540 -3.51180 -2.64148  -1.363
C 4.29752 2.56307 -1.19929  -1.098
C 2.73061 -4.85525 -0.71907  -1.428
H -3.51908 -3.90922 3.56235  0.293
H 0.56598 0.97349 4.23589  0.306
H -5.54942 -2.65208 -0.86052  0.527
H 3.61030 -4.58407 -1.30783  0.354
H 2.85345 -1.31680 -0.80467  0.155
H -2.52931 -2.30151 -3.88323  0.444
H 5.53254 0.37548 1.54383  0.463
H 6.62409 2.31289 2.39850  0.409
H -0.20632 -4.09616 -2.69398  0.331
H -4.86547 1.12424 -2.78951  0.501
H 3.50642 3.84174 1.53743  0.526
H -1.86538 -2.64704 -1.51739  -0.583
H -4.50598 -0.71275 0.43856  0.573
H -0.69208 5.98781 -0.36566  0.454
H 1.53241 -0.41698 3.76472  0.284
H 5.54556 0.04897 -0.18731  0.331
H -0.80499 -4.65085 -0.15967  0.265
H -5.61983 -0.20495 -3.67909  0.564
H 6.64679 1.54746 -1.67005  0.417
H 0.51910 -2.52480 -3.06556  0.275
H 2.30657 -5.77183 -1.14009  0.347
H 4.34574 1.80791 -1.99144  0.394
H -4.07169 3.64164 0.89790  0.466
H 3.05709 -5.06739 0.30166  0.368
H -0.62216 -3.23671 0.88831  0.134
H -4.23176 -2.21063 -4.37206  0.539
H 3.52583 3.28777 -1.45728  0.563
H -6.05086 -2.41018 -2.54007  0.517
H 7.62677 2.88430 -1.01198  0.297
H -1.47542 -0.48354 -2.58121  0.316
H -4.14343 0.79355 -0.39682  0.246
H -1.46290 -1.72859 5.13914  0.185
H 1.45778 -4.00493 -3.27321  0.508
H 0.32782 -4.69408 1.19729  0.477
H -6.23158 -0.29159 -1.27017  0.259
H -3.16872 5.82475 0.07727  0.381
H -3.53627 -2.09855 1.44104  0.391
H -2.39662 0.95072 -2.09445  0.337
H 6.47412 4.88533 -0.19072  0.253
H -4.63458 -2.54987 3.68938  0.335
H -3.53207 -2.91776 5.02468  0.385
H -3.20435 0.06090 -4.27672  0.277
H -2.49624 1.70753 1.11379  0.494
H 4.68309 4.87996 -0.20382  0.520
H 2.11755 -1.53391 0.78651  0.160
H 0.59809 -0.46388 5.27331  0.373
H -3.09406 -2.87070 -0.27723  0.528
H 0.05811 0.26992 1.68004  0.414
H 4.32439 2.65608 2.57154  0.394
H -3.95318 -3.73260 -2.42875  0.282
H 7.61156 3.32174 1.31063  0.313

Atomic forces in eV per Å
0.28 -0.58 -0.59
-0.11 -0.37 -0.17
1.11 -0.34 0.15
-0.47 0.79 0.01
-0.08 0.15 -0.02
0.03 0.02 -0.14
0.04 0.08 0.13
0.13 0.04 0.12
0.12 -0.08 0.01
-0.20 0.37 0.36
0.15 0.20 -0.01
-0.17 0.03 0.02
0.01 0.05 -0.13
-0.03 -0.05 0.11
0.02 -0.01 0.02
0.02 -0.10 0.00
-0.19 -0.09 -0.09
-0.04 -0.16 -0.04
-0.08 -0.18 0.07
0.04 0.02 -0.03
0.06 0.04 -0.03
-0.15 -0.13 0.08
-0.10 -0.04 -0.09
-0.02 -0.19 -0.04
-0.02 0.06 0.03
-0.03 0.04 0.00
0.03 -0.03 -0.04
0.30 -0.44 0.01
-0.08 0.11 0.00
0.03 0.03 0.00
-0.02 -0.02 0.03
0.04 -0.17 0.04
-0.07 0.14 0.00
-0.07 0.14 0.00
-0.09 -0.07 0.01
-0.06 -0.01 -0.04
0.06 0.01 0.00
0.03 0.01 -0.05
-0.12 0.08 -0.08
-0.21 0.10 -0.02
0.04 0.05 0.02
0.05 0.18 0.14
-0.21 -0.07 0.11
-0.13 0.30 0.04
-0.02 -0.01 0.01
0.04 0.01 0.03
-0.02 -0.01 0.00
0.01 0.02 -0.01
-0.03 0.06 -0.04
-0.01 -0.04 -0.05
-0.03 -0.04 -0.04
0.01 0.02 -0.01
-0.02 -0.02 0.04
0.00 0.01 0.02
-0.03 -0.04 0.01
-0.02 -0.03 0.01
-0.02 0.07 -0.02
0.06 -0.02 0.03
0.03 0.02 0.04
-0.03 -0.03 0.05
0.02 -0.02 -0.06
0.01 0.01 -0.02
0.02 0.02 0.00
-0.05 0.03 0.01
-0.07 0.01 -0.01
-0.03 0.04 0.00
0.00 -0.04 -0.02
0.01 0.03 0.02
-0.02 -0.01 0.00
-0.01 -0.01 0.00
-0.04 -0.05 0.00
0.01 -0.02 0.00
-0.03 -0.03 -0.01
0.04 0.09 -0.01
0.03 0.02 0.01
0.03 -0.01 0.00
0.06 -0.01 0.03
0.04 0.01 0.01
0.03 -0.01 0.01
0.01 0.02 -0.01
0.05 0.04 0.04
0.10 0.00 0.00
-0.03 -0.02 0.01
-0.02 -0.02 0.01
0.01 0.01 0.01
0.03 -0.03 0.03
-0.04 -0.04 -0.04
0.04 0.04 0.00
-0.02 0.07 0.03
-0.01 -0.02 0.00
0.07 -0.06 -0.06
0.04 0.06 0.07
-0.04 0.02 -0.02
0.03 0.01 0.02
-0.03 -0.02 0.01

Its HOMO energy is -0.0259 Eh. The LUMO energy is 4.3 eV. The value obtained for the energy above the lowest of the compared OMol25 structures with the same formula, charge and spin is 6.2 kcal per mole. Its strongest force on any atom is 1.17 eV Å⁻¹. The HOMO-LUMO gap is 4.994 eV. Its net charge is -2.


> Number 1 is which compound?

C34H51F20NO14P2S5